C3H4N2OS | ωB97M-V/def2-TZVPD

- E (a.u.) = -699.47866
- spin multiplicity = 1
- LUMO (eV) = -0.3366
- energy relative to the best compared isomer or geometry (same formula, charge and spin) (kJ/mol) = 507.95
- HOMO energy (eV) = -8.9

Element x y z (Å)
C (-0.016, -0.274, -0.270)
H (1.433, 0.787, 0.564)
N (-0.617, -1.056, 0.581)
H (0.203, -1.585, -2.258)
S (-1.182, -0.365, 2.153)
C (0.241, -0.626, -1.634)
H (-0.842, -1.997, 2.639)
N (1.018, 0.272, -2.209)
C (0.727, 1.133, -0.160)
O (1.193, 1.338, -1.461)
H (0.063, 2.024, 0.084)

C37H31BrCl2FeN4O5 | ωB97M-V/def2-TZVPD

- E (a.u.) = -6781.79678
- spin multiplicity = 6
- charge = +1
- LUMO (alpha / beta) (eV) = -3.2688 / -5.1999
- HOMO energy (alpha / beta) (eV) = -9.3 / -9.3

Element x y z (Å)
Cl (2.170, 1.808, 0.308)
C (-1.310, -1.194, 3.034)
C (-2.298, -3.471, -0.882)
C (-1.974, 5.001, 0.643)
H (0.070, 5.031, 1.304)
C (3.960, -0.549, 1.014)
H (-5.871, -2.482, 2.816)
H (-3.082, 3.366, 2.833)
H (-1.096, -3.087, -3.144)
H (-5.671, -4.812, 1.954)
O (0.243, -1.815, 0.930)
C (-0.516, -1.018, -2.979)
H (-1.835, 4.524, -0.331)
C (-1.383, 2.070, 1.262)
C (5.316, 1.922, -2.890)
H (-4.453, -6.429, 0.433)
C (3.708, 3.047, -1.514)
H (6.029, 1.913, -3.702)
C (-5.020, -4.024, 1.597)
H (0.389, -2.057, -4.609)
H (-4.571, 3.121, 1.964)
C (-4.043, -4.318, 0.622)
H (-2.974, 2.436, -0.068)
C (0.675, 1.301, -4.068)
H (3.100, -3.105, 0.085)
H (-1.374, -4.935, -2.132)
Cl (5.961, -0.676, -2.622)
O (-0.887, 0.921, 1.266)
C (3.232, -1.581, 1.634)
O (1.350, -1.640, -1.007)
C (0.860, 0.034, -4.651)
C (-3.516, 3.361, 1.830)
N (-0.576, 3.102, 1.483)
N (4.040, -0.473, -0.372)
C (-5.130, -2.749, 2.077)
C (-3.844, -5.609, 0.078)
H (1.156, 2.157, -4.517)
C (4.640, 3.080, -2.540)
H (3.138, 3.927, -1.247)
C (3.160, -1.596, 3.021)
H (4.826, 4.001, -3.075)
O (-0.688, -1.365, 3.949)
Fe (-1.470, -0.877, 0.475)
H (0.378, 2.819, 1.667)
H (3.715, -0.676, 4.877)
C (-3.378, 4.739, 1.188)
C (1.272, -1.980, 0.174)
C (4.208, 0.693, -1.094)
C (-1.121, -2.231, -2.466)
H (-4.100, 4.843, 0.376)
C (4.525, 0.360, 3.177)
H (2.165, -3.404, 1.549)
H (-2.720, -6.803, -1.270)
N (-1.666, -2.294, -1.320)
H (5.210, 1.166, 1.314)
Br (1.933, -0.124, -6.165)
H (-1.081, 4.807, 2.608)
C (-0.100, 1.421, -2.957)
C (3.789, -0.636, 3.799)
C (3.478, 1.863, -0.836)
H (-4.244, -0.785, 2.058)
C (4.620, 0.397, 1.798)
C (-2.853, 2.257, 1.005)
C (-0.710, 0.273, -2.332)
N (-3.301, -2.009, 0.716)
C (5.099, 0.758, -2.175)
H (-0.265, 2.376, -2.477)
C (-2.113, -4.740, -1.367)
C (-4.222, -1.778, 1.626)
H (3.853, -1.306, -0.907)
O (-1.399, 0.423, -1.300)
H (-1.847, 6.071, 0.472)
C (2.479, -2.632, 0.849)
H (2.593, -2.385, 3.500)
H (-3.632, 5.502, 1.927)
C (-0.862, 4.535, 1.571)
H (-3.309, 1.286, 1.206)
C (0.240, -1.102, -4.122)
C (-2.886, -5.811, -0.873)
H (5.044, 1.106, 3.765)
C (-3.232, -3.258, 0.174)

C10H17NP2 | ωB97M-V/def2-TZVPD

- E (a.u.) = -1128.62909
- spin multiplicity = 1
- LUMO (eV) = 0.9270
- energy relative to the best compared isomer or geometry (same formula, charge and spin) (kJ/mol) = 0.00
- HOMO energy (eV) = -8.4

Element x y z (Å)
H (3.991, -0.463, 0.008)
H (2.943, -0.671, 1.324)
C (3.262, -1.126, 0.437)
H (0.693, 2.956, -2.028)
C (-2.700, -0.623, -1.024)
C (-2.864, 0.103, 1.251)
H (1.397, -3.744, 0.229)
H (-3.215, -1.079, -1.810)
C (0.390, 1.910, -1.823)
H (-3.485, 0.151, 2.052)
H (3.394, -2.211, 0.565)
C (1.165, 2.686, 0.833)
N (0.659, -0.027, 0.258)
H (0.428, -2.528, 1.209)
H (-1.010, 0.438, 2.245)
H (-0.841, -0.551, -2.063)
H (2.036, 3.368, 0.926)
C (-0.731, -0.128, 0.154)
C (-3.526, -0.305, 0.094)
C (-1.518, 0.226, 1.249)
H (0.721, 1.342, -2.764)
C (0.859, -2.783, 0.288)
H (0.060, -2.822, -0.415)
P (1.493, 1.298, -0.511)
H (-0.623, 1.820, -1.646)
H (0.252, 3.297, 0.668)
C (-1.351, -0.422, -1.100)
H (0.923, 2.029, 1.738)
H (-4.515, -0.723, 0.300)
P (1.714, -1.416, -0.642)

C4H7NO | ωB97M-V/def2-TZVPD

- E (a.u.) = -286.53173
- spin multiplicity = 1
- LUMO (eV) = 1.0258
- energy relative to the best compared isomer or geometry (same formula, charge and spin) (kJ/mol) = 262.33
- SMILES string = O=CCN1CC1
- HOMO energy (eV) = -9.2

Element x y z (Å)
H (0.791, 0.907, -1.811)
C (-0.739, 0.539, 0.589)
O (-3.062, -0.120, 1.014)
H (-1.126, 1.369, -0.004)
H (-1.540, -1.436, 0.952)
C (-1.899, -0.398, 0.893)
C (0.847, -0.081, -1.341)
C (1.662, -0.185, -0.096)
H (2.255, -1.068, 0.153)
H (2.125, 0.746, 0.163)
H (0.805, -0.961, -1.969)
H (-0.364, 0.967, 1.525)
N (0.246, -0.279, -0.069)

C20H14Cl2EuF4N5S2 | ωB97M-V/def2-TZVPD

- E (a.u.) = -3870.94288
- spin multiplicity = 7
- charge = -2
- LUMO (alpha / beta) (eV) = 4.5774 / 4.5773
- energy relative to the best compared isomer or geometry (same formula, charge and spin) (kJ/mol) = 14.03
- HOMO energy (alpha / beta) (eV) = -1.5 / -1.6

Element x y z (Å)
H (2.181, 2.043, -0.779)
N (-2.710, 5.726, 0.496)
C (-2.693, -3.796, -2.160)
C (3.128, 1.713, 4.494)
H (3.469, 1.986, 5.481)
C (-2.259, 3.209, 0.983)
C (-1.022, -3.166, -0.378)
C (-1.168, -5.458, -1.387)
S (-3.230, 0.698, 1.704)
C (1.998, 0.939, 4.284)
H (0.033, -1.723, -2.503)
Eu (-0.704, -0.147, 0.650)
F (1.285, 0.500, 5.343)
C (1.746, 0.145, -1.705)
H (-3.511, -3.463, -2.789)
Cl (-2.776, -1.272, -1.185)
H (3.394, 0.787, -0.592)
S (-0.590, 2.717, 0.930)
H (-2.645, -5.813, -2.932)
H (0.536, -0.615, -3.811)
C (-2.218, -5.102, -2.238)
C (2.220, 0.986, 1.824)
C (1.579, 0.605, 3.028)
N (0.297, 0.283, -1.915)
C (-2.114, -2.908, -1.283)
H (-0.761, -6.462, -1.415)
F (4.099, 2.285, 1.043)
N (-0.488, -2.267, 0.416)
N (1.703, 0.562, 0.666)
C (-0.040, 1.613, -2.425)
C (3.777, 2.121, 3.347)
H (1.937, -0.908, -1.490)
C (-0.617, -4.552, -0.506)
H (0.251, 2.387, -1.719)
H (0.449, 1.785, -3.398)
C (-2.520, 4.608, 0.716)
F (0.449, -0.143, 2.913)
C (-3.321, 2.388, 1.311)
N (-5.718, 3.392, 1.451)
Cl (0.729, -5.077, 0.492)
C (3.361, 1.792, 2.075)
C (2.315, 0.972, -0.578)
H (2.268, 0.402, -2.643)
H (-1.120, 1.683, -2.560)
C (-4.647, 2.963, 1.387)
H (-1.130, -0.587, -3.192)
F (4.889, 2.891, 3.461)
C (-0.089, -0.720, -2.910)

C48H126Br6N10O10 | ωB97M-V/def2-TZVPD

- E (a.u.) = -18648.03986
- spin multiplicity = 1
- LUMO (eV) = -0.5673
- energy relative to the best compared isomer or geometry (same formula, charge and spin) (kJ/mol) = 239.62
- HOMO energy (eV) = -9.0

Element x y z (Å)
H (4.845, 7.895, -0.137)
H (9.433, -1.908, 0.852)
C (0.588, -5.553, 6.329)
H (-6.010, 8.573, 7.245)
C (-4.112, 7.362, 7.309)
C (-5.901, -5.498, -2.237)
C (-10.623, 8.207, 0.847)
C (5.848, 7.954, -0.560)
N (-2.303, 8.051, 0.714)
H (0.186, 8.840, -1.492)
H (-4.157, -3.207, 11.102)
H (-5.703, -3.194, 12.319)
H (-1.104, 6.293, -3.075)
H (2.691, 4.431, 4.331)
H (-4.727, -7.835, -0.793)
C (-1.036, 1.615, -0.098)
H (-0.049, 8.374, 1.813)
O (-1.460, -5.343, -12.319)
H (1.514, -8.940, -6.601)
H (-4.133, -1.363, 7.306)
C (4.987, -5.869, -6.218)
H (-2.701, -6.300, -8.784)
H (-4.887, -3.036, -2.812)
O (-6.302, -6.557, -1.368)
Br (-11.849, 9.064, -0.500)
H (-1.727, 9.783, -0.343)
H (-0.729, -5.681, -14.120)
H (1.346, -9.762, -4.372)
C (-2.576, 7.867, 9.007)
C (-0.606, 8.214, -1.082)
H (4.286, 5.373, -4.314)
H (-2.574, -6.815, -10.415)
H (-3.877, -5.703, -10.043)
H (7.145, 5.367, -3.119)
H (-2.907, 2.622, 2.246)
H (3.911, -8.320, -6.997)
H (0.215, 2.704, 7.229)
H (1.379, -7.594, -5.393)
H (-4.065, 9.578, 5.865)
H (11.668, -3.560, -2.150)
H (-1.210, -3.429, -11.487)
H (-5.029, -3.348, -0.621)
H (-1.982, 7.157, 1.057)
H (5.813, 5.198, -5.178)
H (-4.166, -5.549, 10.467)
C (-2.843, -5.952, -9.807)
H (-6.598, 6.355, 6.329)
Br (-8.963, 7.641, -0.136)
H (0.130, -6.109, 7.147)
C (6.081, 5.136, -3.068)
O (0.493, -5.764, 2.418)
H (8.290, -0.038, 0.992)
H (-0.839, 9.938, 2.012)
H (1.791, 1.960, 7.728)
H (5.472, -6.326, -7.081)
H (-5.025, 0.042, 7.953)
H (2.919, -7.012, -7.214)
H (0.389, -4.490, 6.465)
H (-6.288, -8.577, -1.199)
H (6.753, -2.035, 0.911)
C (2.270, -9.226, -4.587)
Br (-1.239, 4.219, -9.626)
H (1.362, -7.528, 4.743)
Br (-2.502, 2.135, -7.576)
H (-2.975, 7.748, 0.024)
H (-0.562, -0.337, -2.658)
H (9.366, 0.247, -0.215)
H (-4.110, -3.361, 8.661)
H (10.581, -1.644, -1.175)
O (6.075, 7.198, -1.770)
H (6.576, 7.570, 0.154)
N (-2.199, 2.884, 1.575)
H (3.673, 3.541, 3.245)
C (4.033, -6.798, -5.428)
H (10.636, -4.999, -2.481)
H (-1.736, 7.391, 8.501)
H (-2.796, 0.998, 0.949)
C (-5.584, -7.788, -1.464)
H (-0.313, 7.186, -0.867)
H (-0.117, -4.212, -13.303)
H (0.721, 0.543, -1.703)
H (-2.038, 8.665, 9.518)
C (-4.401, -4.238, -0.582)
H (5.781, -5.680, -5.496)
H (-0.892, -5.679, 4.777)
H (-5.910, -1.417, 7.394)
H (-6.152, -2.073, 11.309)
H (1.681, 3.578, 7.230)
H (9.143, -1.646, -2.143)
H (-2.932, 7.043, 9.625)
C (5.343, 5.635, -4.296)
C (-5.095, -5.059, 10.760)
H (6.828, -2.012, -0.845)
C (-1.169, 7.351, -3.325)
O (-4.860, -1.587, 9.194)
H (-3.395, -3.360, -2.372)
H (-0.520, 1.377, -2.718)
C (-1.890, -4.281, -11.445)
H (-10.401, 8.968, 1.595)
H (3.088, -9.938, -4.695)
O (9.671, -3.455, -1.530)
C (1.276, 2.592, 7.005)
C (3.235, -7.688, -6.420)
C (1.101, -5.155, 1.238)
N (5.185, 2.313, 5.236)
H (-0.304, 7.795, -3.818)
H (-2.961, 3.321, -0.967)
H (-3.440, 7.041, 6.514)
H (2.182, -5.294, 1.244)
H (2.031, -5.539, 3.707)
H (3.787, 3.340, 6.351)
H (3.322, -4.702, -7.020)
N (-4.184, -3.759, -2.861)
C (-5.062, -3.564, 10.610)
H (3.342, -6.222, -4.812)
H (-2.285, -3.935, -8.160)
H (5.505, 6.712, -4.311)
H (-7.081, 7.629, 5.244)
H (0.427, 9.836, 0.808)
C (3.670, 3.959, 4.252)
H (-3.382, -3.831, -9.297)
Br (0.490, 1.449, -8.845)
H (1.639, -5.793, 6.491)
C (7.346, -2.350, 0.053)
H (-3.595, 1.789, -1.346)
H (10.477, -3.557, -3.430)
H (-1.377, 2.629, 2.102)
H (6.093, 9.015, -0.617)
H (-4.507, 8.567, 4.744)
H (-5.195, -8.025, -2.454)
C (-2.393, 1.906, 0.500)
H (-4.322, 2.792, -0.058)
H (-3.710, -5.668, -1.990)
H (4.965, -3.986, -7.268)
H (-0.342, 1.307, 0.684)
H (2.529, -8.543, -3.778)
C (4.314, -4.547, -6.597)
H (0.907, -4.083, 1.284)
H (-0.885, -5.115, -9.747)
H (-5.892, -3.295, 8.576)
H (4.102, -3.962, -5.702)
C (-5.007, -1.046, 7.876)
H (6.094, 5.316, -0.878)
H (-5.664, 6.582, 4.928)
C (9.574, -2.059, -1.231)
C (-1.886, -4.785, -10.027)
H (-5.900, -5.822, -3.277)
N (5.805, 3.724, -2.863)
C (2.014, -8.372, -5.816)
H (3.069, 0.959, 5.995)
N (-4.877, 9.077, 5.533)
H (-5.872, -5.549, 10.174)
C (-1.283, 8.901, 0.120)
N (8.514, -0.238, 0.028)
H (7.326, -3.440, 0.069)
C (2.762, 1.755, 5.317)
C (0.970, -5.290, 3.685)
C (-6.210, 7.145, 5.685)
C (-0.373, 9.271, 1.286)
H (2.657, 1.395, 4.293)
C (10.671, -3.911, -2.418)
H (0.646, -5.575, 0.341)
C (-5.309, 8.084, 6.569)
H (-1.940, 7.535, -4.073)
Br (-11.482, 6.673, 1.775)
C (-1.343, 2.220, -9.203)
O (-1.594, 7.981, -2.105)
C (5.677, 5.830, -1.745)
C (3.830, 2.855, 5.375)
H (4.498, 4.664, 4.179)
C (-4.473, -4.889, -1.956)
C (-5.013, -2.977, 9.136)
O (-1.286, 0.612, -1.055)
H (6.303, 3.298, -2.094)
H (4.594, 5.912, -1.654)
H (-0.706, 2.457, -0.706)
H (-5.325, -5.365, 11.781)
C (-0.998, -4.821, -13.507)
H (-1.731, -4.190, -14.010)
C (0.165, -5.907, 4.912)
H (-4.804, -4.911, 0.175)
H (-1.835, 1.681, -10.013)
O (-3.555, 8.415, 8.109)
H (6.070, 3.194, -3.681)
C (-3.389, 2.436, -0.494)
H (-2.888, -3.922, -11.697)
N (-6.139, -3.077, 11.416)
H (1.022, -4.202, 3.714)
H (5.777, 3.120, 5.370)
C (-0.310, 0.537, -2.057)
C (8.747, -1.678, 0.037)
N (-2.388, -3.734, -9.144)
H (0.320, -7.346, 3.692)
H (-4.387, 6.542, 7.973)
H (5.324, 1.836, 6.116)
H (-6.612, -4.672, -2.247)
O (1.447, 2.228, 5.657)
H (4.582, -7.451, -4.750)
H (-3.401, -3.929, -0.278)
N (0.370, -7.346, 4.701)

| no. | maximum force (eV/A) |
| --- | --- |
| 1 | 5.4 |
| 2 | 0.8 |
| 3 | 3.9 |
| 4 | 0.9 |
| 5 | 0.8 |
| 6 | 2.7 |